Below is a gas-phase ion, C8H7N4O2S (charge -1) in a non-equilibrium geometry, with properties calculated with ωB97M-V with the def2-TZVPD basis set.

Each atom is followed by the atoms it is bonded to, with distances in Å.
Positions of all 22 atoms, in Å:
1 C 2.47 -1.39 -1.54  C2 1.386, C3 1.385, H16 1.082
2 C 2.47 -0.74 -0.32  C1 1.386, C4 1.386, H17 1.081
3 C 1.33 -1.40 -2.32  C1 1.385, C5 1.388, H18 1.082
4 C 1.33 -0.11 0.14  C2 1.386, C7 1.373, H19 1.077
5 C 0.17 -0.78 -1.89  C3 1.388, C7 1.370, H20 1.077
6 C -2.53 0.65 3.02  N9 1.342, N10 1.307, H21 1.074
7 C 0.21 -0.18 -0.66  C4 1.373, C5 1.370, N12 1.779
8 C -1.57 0.52 1.15  N9 1.336, N11 1.368, N12 1.317
9 N -2.46 1.25 1.83  C6 1.342, C8 1.336
10 N -1.77 -0.41 3.18  C6 1.307, N11 1.366
11 N -1.15 -0.50 1.97  C8 1.368, N10 1.366, H22 1.005
12 N -1.25 0.68 -0.12  C7 1.779, C8 1.317, S15 1.928
13 O -1.20 2.07 -2.33  S15 1.469
14 O 0.14 2.90 -0.46  S15 1.473
15 S -1.19 2.44 -0.91  N12 1.928, O13 1.469, O14 1.473
16 H 3.37 -1.87 -1.89  C1 1.082
17 H 3.37 -0.71 0.28  C2 1.081
18 H 1.35 -1.89 -3.29  C3 1.082
19 H 1.32 0.43 1.07  C4 1.077
20 H -0.73 -0.75 -2.48  C5 1.077
21 H -3.17 1.01 3.80  C6 1.074
22 H -0.50 -1.24 1.77  N11 1.005

Output
spin multiplicity	3
LUMO (spin up / spin down)	0.124 / 0.009	Eh
HOMO (spin up / spin down)	0.1 / -4.7	eV
total energy	-29296.2891	eV
Kohn-Sham gap (spin up / spin down)	3.24 / 4.96	eV
relative energy (zero: lowest compared OMol25 entry of this formula, charge and spin)	0.000	eV
max |F|	5.19	eV Å⁻¹
total charge	-1